[1]
Molecular formula: C2H8FNiO2
Method: DFT, the ωB97M-V functional and the def2-TZVPD basis

XYZ file:
```
14
Properties=species:S:1:pos:R:3:forces:R:3
Ni 1.5169 0.9740 -2.1808 -1.87 0.50 3.54
F 1.3535 1.7962 -0.3390 0.30 -1.33 -3.35
C 0.6865 -0.8630 2.1909 -0.77 -0.56 1.62
O 1.8315 -0.0717 1.9732 -0.27 -0.58 -0.28
H 0.0309 -0.4162 2.9383 -0.64 0.92 -0.59
H 0.1493 -1.1981 1.3036 -0.03 0.30 -0.25
H 0.8122 -1.7514 2.8098 1.36 -0.43 -0.54
H 1.4729 0.7267 1.5789 0.37 0.35 -0.08
C -1.5283 0.4150 -1.5245 -0.79 -0.49 0.90
O -0.3838 -0.0590 -2.2292 2.46 0.92 -1.22
H -1.6571 -0.4161 -0.8311 -0.80 0.68 0.61
H -1.3179 1.3601 -1.0240 0.03 -0.23 -0.09
H -2.3691 0.4718 -2.2159 0.06 0.24 0.11
H -0.5976 -0.9684 -2.4503 0.60 -0.29 -0.38
```
Positions in Å, forces in eV/Å.

The total charge is +1. Its spin multiplicity is 3. As for the HOMO energy (alpha / beta): -13.005 / -12.998 eV.

=====

[2]
Molecular formula: C2H8InNO5
Method: DFT, the ωB97M-V functional and the def2-TZVPD basis

XYZ file:
```
17
Properties=species:S:1:pos:R:3:forces:R:3
In -2.1988 0.3683 1.9922 -1.31 0.07 0.23
N -1.4472 -1.0671 -1.9011 -0.95 0.49 -0.44
O -0.7626 -0.4517 -2.7459 -0.15 -0.79 0.15
O -1.6388 -0.5329 -0.8109 0.53 0.24 0.81
O -1.9710 -2.1098 -2.2019 0.58 0.04 -0.47
C 1.1127 -1.5765 0.8684 -0.53 1.55 0.63
O 0.1476 -1.3607 1.8957 1.25 0.51 -2.62
H 2.0783 -1.6940 1.3604 0.56 -0.84 0.23
H 0.8385 -2.4710 0.3091 -0.02 -1.56 0.02
H 1.1559 -0.8336 0.0720 -0.61 0.52 0.52
H 0.2874 -2.0379 2.5615 0.15 -1.16 1.36
C 0.4735 2.2278 -0.5889 -1.71 -2.64 0.46
O -0.0415 1.9717 0.7192 1.10 0.09 -2.32
H 1.5549 2.3623 -0.5688 0.98 0.80 0.36
H 0.2279 1.3486 -1.1845 -0.01 0.16 0.01
H 0.0234 3.1155 -1.0333 -0.05 1.20 -0.03
H 0.1597 2.7410 1.2569 0.19 1.31 1.10
```
Positions in Å, forces in eV/Å.

The total charge is +3. Its spin multiplicity is 2. As for the HOMO energy (alpha / beta): -22.835 / -23.281 eV.

=====

[3]
Molecular formula: C2H8N
Method: DFT, the ωB97M-V functional and the def2-TZVPD basis

XYZ file:
```
11
Properties=species:S:1:pos:R:3:forces:R:3
C 2.0358 -0.3622 -0.0197 -1.86 -0.20 -0.87
N -0.6548 -0.2766 -0.0261 -3.51 0.55 0.25
C -1.7917 0.6294 0.0823 0.15 0.20 -0.06
H 0.8896 -0.6155 -0.1231 3.59 0.58 0.28
H 2.1361 0.7012 -0.3146 0.09 -0.57 0.10
H 2.5876 -1.0156 -0.6874 0.49 0.07 0.07
H -1.1467 -1.1469 -0.2500 0.42 -0.39 -0.09
H 2.3096 -0.4842 1.0158 0.32 -0.11 0.31
H -2.3724 0.6341 -0.8523 0.10 0.07 0.03
H -1.4938 1.6510 0.3258 0.11 -0.14 -0.07
H -2.4993 0.2854 0.8493 0.11 -0.05 0.03
```
Positions in Å, forces in eV/Å.

For the energy above the lowest of the compared OMol25 structures with the same formula, charge and spin, the calculation gives 14.79 kcal per mole. Its spin multiplicity is 2. As for the HOMO energy (alpha / beta): -9.548 / -9.166 eV.

=====

[4]
Molecular formula: C2H8N
Method: DFT, the ωB97M-V functional and the def2-TZVPD basis

XYZ file:
```
11
Properties=species:S:1:pos:R:3:forces:R:3
C -0.4013 -1.0362 -0.6595 0.58 0.58 -1.01
N -0.2954 0.4142 -0.2478 0.05 -0.01 0.75
C 0.6565 0.6925 0.9157 -1.11 -0.45 -0.64
H 0.4039 -1.5936 -0.1914 -0.47 -0.20 0.51
H -0.1795 -1.0980 -1.7262 -0.19 0.13 0.02
H -1.4254 -1.3448 -0.5176 0.08 -0.49 0.43
H -0.0142 0.9873 -1.0224 0.32 0.26 -0.63
H -1.2214 0.7622 -0.0092 -0.09 -0.03 0.16
H 1.6209 0.3225 0.5898 0.20 0.18 0.28
H 0.6085 1.7569 1.1133 0.32 0.06 0.02
H 0.2474 0.1373 1.7551 0.30 -0.03 0.11
```
Positions in Å, forces in eV/Å.

The total charge is +1. For the energy above the lowest of the compared OMol25 structures with the same formula, charge and spin, the calculation gives 8.66 kcal per mole. As for the HOMO energy: -18.798 eV.

=====

[5]
Molecular formula: C2H8N2
Method: DFT, the ωB97M-V functional and the def2-TZVPD basis

XYZ file:
```
12
Properties=species:S:1:pos:R:3:forces:R:3
N 2.1986 0.7982 0.0198 -0.07 0.75 -0.21
H 2.0337 0.8628 -0.9756 0.01 -0.05 0.01
H 2.8165 0.0290 0.1922 0.02 -0.38 0.17
H 1.3031 0.7049 0.4920 0.30 -0.23 -0.02
C -1.2473 0.4541 -0.6288 -1.56 -0.19 0.36
C -0.6787 -1.1668 0.9276 -0.43 0.86 0.52
N -0.6586 0.0684 0.6490 0.56 -0.86 -0.52
H -0.9065 -0.1996 -1.4309 0.58 0.49 -0.14
H -1.0992 1.5195 -0.7555 0.33 -0.02 -0.52
H -2.3421 0.3003 -0.6852 0.18 0.08 0.48
H -1.3716 -1.8633 0.4541 0.31 -0.30 -0.36
H -0.0479 -1.5075 1.7413 -0.24 -0.17 0.23
```
Positions in Å, forces in eV/Å.

For the energy above the lowest of the compared OMol25 structures with the same formula, charge and spin, the calculation gives 22.63 kcal per mole. As for the HOMO energy: -9.283 eV.

=====

[6]
Molecular formula: C2H8N2
Method: DFT, the ωB97M-V functional and the def2-TZVPD basis

XYZ file:
```
12
Properties=species:S:1:pos:R:3:forces:R:3
N 0.7134 3.8351 -3.9709 -0.26 1.81 -1.70
H 0.4511 4.8009 -4.3677 0.26 -1.89 0.77
H 1.0402 3.3323 -4.8116 -0.32 0.15 0.51
H 1.5716 4.0495 -3.4868 0.32 -0.07 0.42
C 0.2558 -2.0207 1.1226 -4.18 -1.04 4.48
C -1.0148 -2.2874 1.8641 3.25 4.34 -4.95
N -0.9375 -2.1201 3.1825 1.03 -0.66 2.28
H 0.2675 -2.2120 0.1116 0.31 -0.20 -2.04
H 1.1534 -1.7570 1.7269 -0.63 -0.57 -0.72
H -1.9666 -1.9064 1.3038 1.45 -1.83 1.11
H 0.0200 -2.0358 3.5027 -0.21 -0.18 0.09
H -1.5540 -1.6782 3.8231 -1.01 0.14 -0.25
```
Positions in Å, forces in eV/Å.

For the energy above the lowest of the compared OMol25 structures with the same formula, charge and spin, the calculation gives 46.56 kcal per mole. As for the HOMO energy: -7.531 eV.

=====

[7]
Molecular formula: C2H8N2
Method: DFT, the ωB97M-V functional and the def2-TZVPD basis

XYZ file:
```
12
Properties=species:S:1:pos:R:3:forces:R:3
N -1.7668 0.2665 -0.7163 2.72 -2.14 0.29
C -0.4958 -0.6322 -0.1728 0.21 1.87 3.89
C 0.5062 0.4885 0.1249 0.93 -0.62 -0.75
N 1.7778 0.1142 0.7604 -0.43 -0.65 0.04
H -2.5405 -0.3116 -0.3960 -0.10 -0.19 -0.69
H -1.1614 -0.2804 -1.3762 -2.97 1.07 -2.76
H 0.0062 -1.3537 -0.8311 -0.56 -0.04 -0.31
H -0.8297 -1.1464 0.7316 0.21 -0.11 -0.09
H 0.7258 0.8713 -0.8766 0.22 0.37 0.14
H 0.0933 1.3115 0.6770 -0.56 0.08 0.29
H 1.5465 -0.3262 1.6515 0.20 0.20 -0.03
H 2.2087 -0.6349 0.2224 0.13 0.16 -0.01
```
Positions in Å, forces in eV/Å.

For the energy above the lowest of the compared OMol25 structures with the same formula, charge and spin, the calculation gives 55.34 kcal per mole. As for the HOMO energy: -9.352 eV.

=====

[8]
Molecular formula: C2H8N2
Method: DFT, the ωB97M-V functional and the def2-TZVPD basis

XYZ file:
```
12
Properties=species:S:1:pos:R:3:forces:R:3
N 1.7536 0.0247 2.3550 -1.41 -0.18 0.14
H 1.7264 -0.4957 3.2182 0.18 -0.14 0.02
H 1.3771 0.9397 2.5509 0.11 0.18 -0.06
H 2.6763 0.0947 2.0128 1.09 0.14 -0.19
C -1.5322 -0.0148 -2.2929 -0.65 -0.04 -1.02
C -0.6470 0.2751 -1.3533 0.15 -0.20 0.70
N -0.6521 -0.2165 -0.0525 -0.24 -0.46 0.07
H -2.3630 -0.6974 -2.1974 0.04 -0.29 0.65
H -1.5609 0.4130 -3.2852 0.57 0.38 0.12
H 0.1563 0.9836 -1.4985 -0.01 0.14 -0.32
H -1.1597 -1.0846 0.0978 0.09 0.38 -0.14
H 0.2251 -0.2217 0.4452 0.09 0.08 0.03
```
Positions in Å, forces in eV/Å.

For the energy above the lowest of the compared OMol25 structures with the same formula, charge and spin, the calculation gives 7.86 kcal per mole. As for the HOMO energy: -7.958 eV.

=====

[9]
Molecular formula: C2H8N2
Method: DFT, the ωB97M-V functional and the def2-TZVPD basis

XYZ file:
```
12
Properties=species:S:1:pos:R:3:forces:R:3
N 2.0011 -0.4564 1.8430 0.89 1.04 -0.77
H 2.8982 -0.2658 1.3005 -1.66 -1.25 0.59
H 1.3275 -1.1052 1.4046 1.25 0.09 0.39
H 1.5769 0.4676 1.7624 -0.27 -0.13 0.44
C -1.9861 0.4396 -1.2136 -3.10 -1.30 -1.31
C -1.0132 0.2447 -0.3318 1.96 0.96 0.41
N 0.3181 -0.2013 -0.7446 -5.13 0.94 0.57
H -2.2445 -0.4041 -1.9221 1.28 1.36 -0.14
H -2.9137 1.0859 -1.1471 1.36 -0.82 0.90
H -1.1301 0.6229 0.7140 0.59 -0.05 -0.83
H 0.3444 0.0434 -1.7460 1.51 -0.92 1.24
H 0.8214 -0.4714 0.0809 1.33 0.10 -1.49
```
Positions in Å, forces in eV/Å.

For the energy above the lowest of the compared OMol25 structures with the same formula, charge and spin, the calculation gives 52.07 kcal per mole. As for the HOMO energy: -8.227 eV.

=====

[10]
Molecular formula: C2H8N2O
Method: DFT, the ωB97M-V functional and the def2-TZVPD basis

XYZ file:
```
13
Properties=species:S:1:pos:R:3:forces:R:3
C 0.2761 -2.9118 -0.3521 -1.77 2.03 -1.51
O -0.1566 -1.5197 -0.8152 -0.08 -1.93 1.68
H -0.6073 -3.4683 -0.0154 0.02 0.73 0.74
H 0.4605 -3.5172 -1.2428 1.40 0.28 0.24
H 0.9954 -2.6536 0.4300 0.17 -0.99 -0.49
N 0.2885 2.6770 -0.2420 -1.80 0.00 -1.22
C -0.1095 2.0570 0.8012 -0.33 -2.10 -1.01
N -0.2206 0.6276 0.8240 -0.78 5.40 2.64
H -0.0309 -1.3349 -1.7311 0.32 -0.52 -1.05
H -0.0001 2.1007 -1.1005 1.58 0.61 1.39
H -0.5104 2.6589 1.6642 1.11 -1.02 -0.28
H 0.0309 0.0884 0.0688 0.52 -1.52 -1.61
H -0.5605 0.2797 1.6801 -0.37 -0.99 0.49
```
Positions in Å, forces in eV/Å.

For the energy above the lowest of the compared OMol25 structures with the same formula, charge and spin, the calculation gives 65.45 kcal per mole. As for the HOMO energy: -8.553 eV.

=====

[11]
Molecular formula: C2H8N2O
Method: DFT, the ωB97M-V functional and the def2-TZVPD basis

XYZ file:
```
13
Properties=species:S:1:pos:R:3:forces:R:3
C -0.2640 0.0152 0.2931 0.24 0.18 -0.73
C -1.5179 -0.6521 -0.2438 0.07 -0.26 0.02
N 2.2022 -0.2031 0.3909 -1.65 -0.75 -2.27
N -0.1495 1.3714 -0.1709 -0.02 -0.10 0.14
O 0.8713 -0.8034 -0.1460 -0.91 -0.56 0.66
H -0.2601 -0.0020 1.3864 0.11 0.08 0.00
H 2.1210 -0.3071 1.4041 0.51 0.57 -0.64
H 1.9009 -0.0844 -0.7321 1.61 0.61 2.64
H -0.1358 1.3853 -1.1869 -0.16 0.02 0.05
H 0.7322 1.7632 0.1441 -0.09 0.00 0.06
H -1.4883 -0.7257 -1.3356 0.06 0.09 0.11
H -2.4101 -0.0904 0.0434 0.20 0.01 0.01
H -1.6020 -1.6669 0.1531 0.02 0.11 -0.05
```
Positions in Å, forces in eV/Å.

For the energy above the lowest of the compared OMol25 structures with the same formula, charge and spin, the calculation gives 128.33 kcal per mole. As for the HOMO energy: -8.873 eV.

=====

[12]
Molecular formula: C2H8N2O
Method: DFT, the ωB97M-V functional and the def2-TZVPD basis

XYZ file:
```
13
Properties=species:S:1:pos:R:3:forces:R:3
C 1.6117 0.8935 -1.4545 -0.46 0.21 -0.21
N 1.6903 0.9269 -0.0052 -0.48 -0.24 0.30
H 0.9146 1.6698 -1.7736 0.23 0.20 -0.06
H 1.1388 -0.0184 -1.8192 0.20 -0.24 0.28
H 2.5702 1.0265 -1.9465 0.15 0.07 -0.25
H 2.3137 0.2304 0.3749 0.11 0.07 -0.01
H 1.9185 1.8384 0.3635 0.22 -0.04 -0.11
C -1.6790 -0.8999 0.5996 0.12 0.38 0.39
N -0.9527 0.0464 1.2346 0.14 0.08 -0.47
O -1.2842 -1.4439 -0.4089 -0.35 -0.18 -0.17
H -2.6546 -1.0932 1.0775 0.02 -0.30 -0.07
H -0.1578 0.3874 0.6876 0.30 0.06 0.58
H -1.2069 0.4792 2.1063 -0.19 -0.08 -0.22
```
Positions in Å, forces in eV/Å.

For the energy above the lowest of the compared OMol25 structures with the same formula, charge and spin, the calculation gives 18.06 kcal per mole. As for the HOMO energy: -9.503 eV.

=====

Copy entry 9 word for word.
Molecular formula: C2H8N2
Method: DFT, the ωB97M-V functional and the def2-TZVPD basis

XYZ file:
```
12
Properties=species:S:1:pos:R:3:forces:R:3
N 2.0011 -0.4564 1.8430 0.89 1.04 -0.77
H 2.8982 -0.2658 1.3005 -1.66 -1.25 0.59
H 1.3275 -1.1052 1.4046 1.25 0.09 0.39
H 1.5769 0.4676 1.7624 -0.27 -0.13 0.44
C -1.9861 0.4396 -1.2136 -3.10 -1.30 -1.31
C -1.0132 0.2447 -0.3318 1.96 0.96 0.41
N 0.3181 -0.2013 -0.7446 -5.13 0.94 0.57
H -2.2445 -0.4041 -1.9221 1.28 1.36 -0.14
H -2.9137 1.0859 -1.1471 1.36 -0.82 0.90
H -1.1301 0.6229 0.7140 0.59 -0.05 -0.83
H 0.3444 0.0434 -1.7460 1.51 -0.92 1.24
H 0.8214 -0.4714 0.0809 1.33 0.10 -1.49
```
Positions in Å, forces in eV/Å.

For the energy above the lowest of the compared OMol25 structures with the same formula, charge and spin, the calculation gives 52.07 kcal per mole. As for the HOMO energy: -8.227 eV.